[1]
Formula: C3H10OS
Source: OMol25
Level of theory: ωB97M-V/def2-TZVPD

Each line ends with the natural charge from an NBO analysis.
Geometry (Å):
C: 0.649 3.272 -0.285  -0.65
C: -0.267 2.531 0.704  -0.06
O: 0.419 1.448 1.352  -0.72
H: 0.924 2.532 -1.034  0.20
H: 0.057 4.042 -0.788  0.22
H: 1.483 3.795 0.166  0.21
H: -1.144 2.175 0.160  0.16
H: -0.576 3.225 1.486  0.17
H: 1.241 1.374 0.894  0.46
C: 0.688 -2.079 -0.071  -0.75
S: -0.781 -2.675 -0.916  -0.04
H: 0.561 -1.025 0.178  0.22
H: 0.897 -2.562 0.882  0.22
H: 1.581 -2.173 -0.681  0.22
H: -1.582 -2.714 0.162  0.12

- SMILES string: CCO.CS
- Net charge: 0
- Kohn-Sham gap: 9.790 eV
- HOMO: -8.925 eV

[2]
Formula: F2H2N2
Source: OMol25
Level of theory: ωB97M-V/def2-TZVPD

Each line ends with the natural charge from an NBO analysis.
Geometry (Å):
N: 0.198 0.295 -0.165  -0.25
N: -0.986 0.146 -0.544  0.22
F: -1.860 -0.181 0.393  -0.17
F: 1.283 -1.290 0.192  -0.70
H: 0.348 0.353 0.804  0.43
H: 1.016 0.678 -0.680  0.48

- Net charge: 0
- Kohn-Sham gap (spin up / spin down): 9.390 / 9.394 eV
- HOMO (spin up / spin down): -10.235 / -10.239 eV

[3]
Formula: C12H18N2O4S
Source: OMol25
Level of theory: ωB97M-V/def2-TZVPD

Each line ends with the natural charge from an NBO analysis.
Geometry (Å):
N: -4.391 -2.548 -0.282  -0.85
C: -4.025 -1.155 -0.003  -0.17
C: -3.536 -0.329 -1.215  -0.44
C: -2.369 0.588 -0.911  -0.03
C: -1.106 0.312 -1.438  -0.22
C: -0.018 1.133 -1.155  -0.21
C: -0.181 2.244 -0.334  -0.22
C: -1.437 2.528 0.196  -0.22
C: -2.524 1.709 -0.089  -0.17
C: -5.219 -0.492 0.709  0.78
O: -5.423 0.698 0.712  -0.59
O: -6.003 -1.356 1.355  -0.67
H: -4.912 -2.611 -1.152  0.37
H: -3.564 -3.125 -0.388  0.38
H: -3.225 -1.187 0.748  0.23
H: -4.376 0.253 -1.612  0.24
H: -3.229 -1.034 -1.996  0.21
H: -0.973 -0.552 -2.085  0.21
H: 0.956 0.903 -1.577  0.21
H: 0.666 2.888 -0.111  0.21
H: -1.573 3.396 0.836  0.21
H: -3.504 1.927 0.326  0.24
H: -5.662 -2.246 1.114  0.51
N: 4.721 1.219 0.104  -0.82
C: 4.353 -0.151 0.411  -0.18
C: 5.421 -1.124 -0.092  -0.52
S: 5.586 -1.100 -1.897  -0.05
C: 4.062 -0.452 1.883  0.77
O: 4.005 -1.558 2.362  -0.59
O: 3.841 0.663 2.608  -0.68
H: 3.949 1.846 0.306  0.37
H: 5.488 1.515 0.700  0.36
H: 3.420 -0.375 -0.125  0.23
H: 6.383 -0.892 0.378  0.21
H: 5.152 -2.141 0.195  0.25
H: 5.612 0.248 -1.989  0.15
H: 3.637 0.359 3.507  0.50

- SMILES string: N[C@@H](Cc1ccccc1)C(=O)O.N[C@@H](CS)C(=O)O
- Net charge: 0
- Kohn-Sham gap: 9.496 eV
- HOMO: -9.119 eV

[4]
Formula: C14H19N2O7
Source: OMol25
Level of theory: ωB97M-V/def2-TZVPD

Each line ends with the natural charge from an NBO analysis.
Geometry (Å):
O: 4.065 -0.441 3.820  -0.46
C: 3.785 0.208 2.863  0.79
O: 4.609 0.192 1.723  -0.73
C: 2.460 1.097 2.741  -0.57
C: 2.087 1.084 1.206  0.31
N: 2.351 2.196 0.431  -0.46
C: 2.066 2.211 -0.925  0.09
C: 1.459 1.043 -1.582  -0.21
C: 1.157 -0.163 -0.774  -0.02
C: 0.537 -1.462 -1.391  0.76
O: -0.584 -1.480 -1.806  -0.50
O: 1.382 -2.567 -1.453  -0.64
C: 1.464 -0.152 0.700  -0.03
C: 1.123 -1.398 1.591  -0.13
O: -0.078 -1.235 2.363  -0.51
C: -1.163 -0.811 1.542  0.23
O: -2.424 -0.981 2.202  -0.52
C: -3.442 -0.588 1.264  -0.12
C: -3.742 0.973 1.273  -0.10
O: -3.642 1.579 -0.031  -0.74
H: 5.050 1.056 1.619  0.50
H: 2.757 2.137 3.056  0.25
H: 1.632 0.726 3.395  0.30
H: 2.769 2.999 0.917  0.45
H: 2.328 3.129 -1.498  0.27
H: 1.256 1.039 -2.678  0.28
H: 2.293 -2.198 -1.431  0.49
H: 1.081 -2.359 1.004  0.23
H: 1.944 -1.535 2.358  0.24
H: -1.178 -1.477 0.630  0.15
H: -1.115 0.293 1.271  0.14
H: -4.422 -1.110 1.471  0.21
H: -3.152 -0.864 0.208  0.18
H: -3.036 1.448 2.006  0.19
H: -4.812 1.131 1.606  0.18
H: -4.470 1.472 -0.525  0.48
C: -2.114 -1.123 -4.434  -0.71
C: -1.972 -0.360 -5.699  0.28
N: -1.863 0.234 -6.678  -0.32
H: -1.990 -2.189 -4.627  0.26
H: -1.356 -0.801 -3.721  0.25
H: -3.101 -0.953 -4.005  0.25

- Net charge: +1
- Kohn-Sham gap: 6.991 eV
- HOMO: -12.443 eV

[5]
Formula: C23H31BiN6O4PSSe3Te
Source: OMol25
Level of theory: ωB97M-V/def2-TZVPD

Each line ends with the Löwdin charge.
Geometry (Å):
Bi: -0.797 0.584 -0.790  1.21
C: -4.185 1.366 -2.002  -0.07
O: -2.967 2.029 -1.666  -0.34
C: -3.080 3.159 -0.897  -0.28
C: -3.525 4.354 -1.435  0.00
C: -3.575 5.484 -0.632  -0.09
C: -3.166 5.413 0.696  -0.09
C: -2.710 4.219 1.229  -0.01
C: -2.671 3.080 0.435  -0.20
N: -2.219 1.802 0.850  -0.10
N: -2.082 1.657 2.096  0.09
C: -1.731 0.442 2.602  -0.17
C: -1.999 -0.807 1.932  -0.42
O: -2.472 -0.912 0.775  -0.16
C: -1.763 -2.018 2.715  -0.01
C: -1.305 -1.988 3.977  -0.04
C: -1.044 -0.750 4.661  -0.19
C: -0.575 -0.737 5.984  -0.06
C: -0.336 0.446 6.639  -0.11
C: -0.561 1.654 5.963  -0.10
C: -1.008 1.662 4.663  -0.03
C: -1.274 0.460 3.977  -0.11
H: -5.025 1.812 -1.468  0.10
H: -4.345 1.444 -3.079  0.07
H: -4.092 0.319 -1.713  0.07
H: -3.803 4.386 -2.481  0.12
H: -3.913 6.425 -1.047  0.10
H: -3.192 6.300 1.316  0.10
H: -2.379 4.147 2.256  0.10
H: -1.967 -2.950 2.202  0.11
H: -1.124 -2.913 4.516  0.11
H: -0.406 -1.686 6.483  0.10
H: 0.024 0.448 7.660  0.09
H: -0.368 2.594 6.465  0.09
H: -1.153 2.597 4.141  0.10
Se: -2.617 -1.290 -4.219  0.50
Se: -1.993 0.023 -5.995  -0.18
Te: -1.523 2.346 -5.065  0.14
Se: -0.011 2.200 -2.806  -0.22
S: 0.933 2.201 -0.245  -0.22
C: 4.327 -3.183 -0.091  -0.14
N: 2.916 -2.962 -0.331  -0.30
C: 2.042 -3.727 0.548  -0.10
P: 2.269 -1.714 -1.213  0.52
O: 0.950 -1.323 -0.651  -0.44
N: 2.061 -2.234 -2.774  -0.24
C: 3.125 -2.956 -3.452  -0.09
C: 0.988 -1.730 -3.622  -0.22
N: 3.483 -0.597 -1.252  -0.29
C: 3.521 0.361 -2.362  -0.10
C: 3.810 0.021 0.039  -0.12
H: 4.610 -4.206 -0.362  0.08
H: 4.566 -3.042 0.969  0.08
H: 4.925 -2.486 -0.672  0.07
H: 2.212 -4.800 0.411  0.08
H: 1.000 -3.502 0.337  0.07
H: 2.233 -3.479 1.597  0.09
H: 3.781 -3.427 -2.722  0.06
H: 3.734 -2.306 -4.091  0.08
H: 2.699 -3.744 -4.077  0.09
H: -0.204 -2.972 -2.561  0.11
H: 1.095 -2.208 -4.599  0.12
H: 1.024 -0.646 -3.768  0.09
H: 3.538 -0.162 -3.317  0.07
H: 4.444 0.937 -2.277  0.09
H: 2.678 1.059 -2.341  0.01
H: 3.622 -0.682 0.850  0.08
H: 3.192 0.906 0.210  0.00
H: 4.869 0.291 0.051  0.08
O: -1.192 -2.409 -4.122  -0.66
N: -0.315 -2.086 -3.047  -0.14

- Net charge: -1
- Kohn-Sham gap: 6.246 eV
- HOMO: -4.021 eV

[6]
Formula: C31H49AsBiO2SSe
Source: OMol25
Level of theory: ωB97M-V/def2-TZVPD

Each line ends with the Löwdin charge.
Geometry (Å):
Bi: -1.454 2.301 1.186  1.62
C: 3.637 -1.093 -4.140  -0.06
C: 3.712 -0.695 -2.666  -0.55
C: 4.921 0.233 -2.473  -0.04
C: 3.906 -1.968 -1.827  -0.04
C: 2.444 0.023 -2.201  -0.15
C: 2.340 0.451 -0.890  -0.06
C: 1.179 1.075 -0.469  -0.38
Se: 1.074 1.483 1.415  1.15
C: 0.526 -0.256 2.037  -0.39
C: 1.553 -1.148 2.318  -0.06
C: 1.235 -2.446 2.669  -0.15
C: -0.121 -2.766 2.722  0.03
C: -1.174 -1.892 2.466  -0.07
C: -0.833 -0.570 2.120  -0.33
O: -1.783 0.372 1.897  -0.42
C: -2.601 -2.466 2.588  -0.53
C: -3.734 -1.484 2.266  -0.07
C: -2.740 -3.646 1.607  -0.04
C: -2.810 -2.954 4.032  -0.04
C: 2.290 -3.509 2.984  -0.55
C: 2.135 -4.678 2.002  -0.04
C: 2.086 -4.006 4.422  -0.04
C: 3.710 -2.956 2.858  -0.06
C: 0.093 1.343 -1.305  -0.35
O: -0.994 2.012 -0.856  -0.42
C: 0.181 0.916 -2.644  -0.07
C: 1.353 0.268 -3.035  0.05
C: -0.975 1.135 -3.634  -0.53
C: -1.273 2.638 -3.782  -0.04
C: -2.227 0.395 -3.133  -0.04
C: -0.646 0.595 -5.028  -0.06
H: 4.564 -1.595 -4.425  0.09
H: 2.813 -1.786 -4.332  0.09
H: 3.519 -0.220 -4.788  0.09
H: 5.833 -0.263 -2.810  0.09
H: 4.797 1.154 -3.049  0.09
H: 5.056 0.506 -1.424  0.08
H: 4.804 -2.499 -2.151  0.09
H: 4.019 -1.735 -0.765  0.07
H: 3.050 -2.639 -1.939  0.09
H: 3.143 0.285 -0.181  0.11
H: 2.579 -0.814 2.243  0.10
H: -0.381 -3.782 2.993  0.11
H: -3.662 -1.100 1.248  0.08
H: -4.680 -2.022 2.358  0.09
H: -3.755 -0.641 2.957  0.08
H: -2.586 -3.307 0.579  0.09
H: -2.027 -4.446 1.809  0.08
H: -3.745 -4.069 1.679  0.09
H: -2.707 -2.124 4.736  0.09
H: -3.814 -3.370 4.141  0.09
H: -2.094 -3.728 4.315  0.08
H: 1.151 -5.146 2.079  0.08
H: 2.267 -4.334 0.972  0.09
H: 2.887 -5.444 2.206  0.09
H: 1.099 -4.455 4.559  0.08
H: 2.836 -4.762 4.670  0.09
H: 2.182 -3.181 5.132  0.09
H: 3.916 -2.612 1.840  0.08
H: 3.884 -2.131 3.553  0.09
H: 4.427 -3.744 3.092  0.09
H: 1.415 -0.065 -4.059  0.09
H: -1.614 3.071 -2.843  0.06
H: -0.381 3.178 -4.111  0.09
H: -2.056 2.784 -4.532  0.09
H: -2.538 0.752 -2.152  0.07
H: -3.055 0.546 -3.831  0.09
H: -2.033 -0.679 -3.063  0.09
H: 0.225 1.092 -5.463  0.09
H: -0.470 -0.483 -5.017  0.09
H: -1.497 0.782 -5.686  0.09
C: -3.415 7.659 1.272  -0.25
As: -2.775 5.888 0.902  0.61
C: -1.574 6.054 -0.596  -0.24
C: -4.314 4.966 0.187  -0.25
S: -1.846 5.098 2.625  -0.02
H: -3.839 8.106 0.375  0.05
H: -2.577 8.250 1.630  0.04
H: -4.165 7.596 2.054  0.04
H: -2.068 6.608 -1.394  0.05
H: -1.289 5.068 -0.966  0.02
H: -0.690 6.589 -0.260  0.04
H: -4.719 5.599 -0.602  0.05
H: -5.055 4.834 0.971  0.05
H: -4.053 4.000 -0.242  0.02

- Net charge: +1
- Kohn-Sham gap: 7.187 eV
- HOMO: -10.920 eV

[7]
Formula: C7H14N
Source: OMol25
Level of theory: ωB97M-V/def2-TZVPD

Each line ends with the natural charge from an NBO analysis.
Geometry (Å):
C: -4.419 -0.859 -0.129  0.21
C: -3.561 0.018 0.016  -0.17
C: 1.797 1.175 0.770  -0.60
C: 0.381 -0.980 0.940  -0.60
C: 2.138 -0.852 -0.725  -0.63
C: -2.562 0.880 -0.201  0.03
C: 1.163 0.000 0.033  0.08
N: 0.294 0.650 -0.949  -0.82
H: -5.097 -1.628 -0.002  0.26
H: 1.075 1.914 1.162  0.21
H: 2.520 0.803 1.610  0.23
H: 2.270 1.701 0.087  0.20
H: -0.468 -0.435 1.404  0.18
H: 0.910 -1.578 1.653  0.24
H: -0.099 -1.758 0.297  0.21
H: 2.673 -1.545 0.008  0.23
H: 1.472 -1.443 -1.462  0.21
H: 3.044 -0.294 -1.113  0.24
H: -2.593 1.814 -0.814  0.28
H: -1.712 0.628 0.367  0.26
H: 0.468 1.609 -1.102  0.38
H: 0.305 0.178 -1.851  0.38

- Net charge: +1
- Kohn-Sham gap (spin up / spin down): 5.521 / 5.514 eV
- HOMO (spin up / spin down): -13.167 / -13.163 eV

[8]
Formula: C3H11N3O
Source: OMol25
Level of theory: ωB97M-V/def2-TZVPD

Each line ends with the natural charge from an NBO analysis.
Geometry (Å):
C: -2.073 -0.168 0.601  -0.44
N: -1.149 0.908 0.942  -0.03
N: 0.035 0.763 0.196  -0.50
O: -1.797 2.153 0.556  -0.59
H: -1.813 2.666 1.374  0.48
H: 0.500 1.660 0.094  0.40
H: 0.093 0.344 -0.965  0.45
H: -2.310 -0.183 -0.468  0.20
H: -2.983 -0.024 1.178  0.22
H: -1.612 -1.109 0.899  0.21
C: 1.318 -0.361 0.856  -0.34
C: 1.823 -1.284 -2.046  -0.11
N: 0.860 -0.517 -1.906  -0.78
H: 0.981 -1.375 0.684  0.23
H: 2.254 -0.138 0.359  0.23
H: 1.255 -0.032 1.888  0.20
H: 2.195 -1.584 -3.035  0.11
H: 2.423 -1.718 -1.208  0.05

- Net charge: 0
- Kohn-Sham gap: 6.844 eV
- HOMO: -6.291 eV

[9]
Formula: C16H16ClNOS2
Source: OMol25
Level of theory: ωB97M-V/def2-TZVPD

Each line ends with the natural charge from an NBO analysis.
Geometry (Å):
C: -1.475 5.013 -2.197  -0.74
S: 0.302 4.757 -1.927  0.29
C: 0.299 3.258 -1.027  -0.35
C: -0.739 2.451 -0.673  -0.31
C: -0.322 1.309 0.063  -0.08
C: -1.248 0.299 0.576  0.02
C: -1.033 -0.305 1.815  -0.20
C: -1.893 -1.277 2.285  -0.23
C: -2.986 -1.652 1.518  -0.03
Cl: -4.063 -2.875 2.100  0.01
C: -3.226 -1.056 0.290  -0.23
C: -2.360 -0.085 -0.173  -0.21
C: 1.037 1.267 0.239  -0.29
C: 1.851 0.268 0.984  0.65
O: 2.473 0.564 1.989  -0.62
N: 1.837 -0.979 0.478  -0.43
C: 1.284 -1.389 -0.800  -0.21
C: 1.645 -2.871 -0.905  -0.41
C: 2.914 -2.985 -0.062  -0.41
C: 2.615 -2.040 1.095  -0.22
S: 1.823 2.636 -0.470  0.49
H: -1.877 4.204 -2.799  0.22
H: -1.562 5.953 -2.733  0.24
H: -1.984 5.083 -1.240  0.22
H: -1.770 2.658 -0.887  0.23
H: -0.193 0.002 2.419  0.23
H: -1.723 -1.740 3.244  0.23
H: -4.081 -1.354 -0.297  0.23
H: -2.536 0.366 -1.138  0.22
H: 0.203 -1.233 -0.831  0.21
H: 1.742 -0.808 -1.609  0.20
H: 1.792 -3.184 -1.937  0.22
H: 0.852 -3.477 -0.466  0.21
H: 3.108 -4.002 0.272  0.22
H: 3.776 -2.628 -0.626  0.20
H: 3.502 -1.614 1.566  0.23
H: 2.014 -2.535 1.866  0.19

- SMILES string: CSc1cc(-c2ccc(Cl)cc2)c(C(=O)N2CCCC2)s1
- Net charge: 0
- Kohn-Sham gap: 8.493 eV
- HOMO: -7.981 eV

[10]
Formula: C15H22CrF3N2O9
Source: OMol25
Level of theory: ωB97M-V/def2-TZVPD

Each line ends with the Löwdin spin population.
Geometry (Å):
Cr: 0.618 0.181 -0.115  0.97
N: 1.258 0.171 1.875  -0.01
C: 0.886 -0.748 2.983  0.00
C: -0.624 -0.885 3.199  0.00
C: -1.282 -2.052 2.455  0.00
C: -2.804 -1.978 2.386  0.00
N: -3.243 -1.143 1.266  0.00
H: 2.278 0.178 1.755  0.00
H: 1.016 1.112 2.180  0.00
H: 1.341 -0.359 3.897  0.00
H: 1.348 -1.717 2.795  0.00
H: -1.107 0.057 2.924  0.00
H: -0.791 -1.019 4.270  0.00
H: -0.992 -2.984 2.952  0.00
H: -0.920 -2.106 1.427  0.00
H: -3.189 -1.641 3.359  0.00
H: -3.202 -2.980 2.219  0.00
H: -2.963 -0.177 1.394  0.00
H: -4.255 -1.142 1.215  0.00
O: -1.641 5.599 1.413  0.00
C: -1.211 4.543 1.055  0.00
C: 0.165 4.294 0.392  0.00
O: 0.962 5.132 0.063  0.01
C: 0.225 2.829 0.255  0.00
C: -0.940 2.233 0.671  0.00
O: -1.005 0.920 0.573  0.01
C: -1.919 3.177 1.187  0.00
O: -3.029 2.975 1.620  0.00
O: 1.169 2.048 -0.182  0.00
C: -0.956 1.456 -2.437  0.00
O: -0.166 0.315 -2.080  0.00
C: -0.802 -0.912 -2.439  0.00
C: 0.134 -2.003 -2.017  0.00
O: 0.366 -1.866 -0.607  0.00
C: 1.231 -2.923 -0.168  0.00
H: -1.121 1.447 -3.515  0.00
H: -0.390 2.339 -2.164  0.00
H: -1.909 1.433 -1.905  0.00
H: -0.992 -0.946 -3.513  0.00
H: -1.746 -0.985 -1.883  0.00
H: 1.100 -1.902 -2.519  0.00
H: -0.294 -2.984 -2.233  0.00
H: 0.727 -3.878 -0.318  0.00
H: 1.429 -2.780 0.884  0.00
H: 2.165 -2.900 -0.732  0.00
F: 4.438 -1.067 -2.310  0.00
C: 4.645 -0.038 -1.468  0.00
F: 5.867 -0.169 -0.961  0.00
F: 4.601 1.089 -2.185  0.00
C: 3.564 -0.008 -0.356  0.00
O: 3.895 0.194 0.791  0.01
O: 2.387 -0.222 -0.828  0.01

- Net charge: 0
- Kohn-Sham gap (spin up / spin down): 6.905 / 7.589 eV
- HOMO (spin up / spin down): -8.383 / -8.451 eV
- Spin multiplicity: 2
- <S²>: 0.764

The following max |F| values (in eV/Å) correspond, in order, to the records above: 1.3; 4.4; 0.6; 3.5; 0.6; 0.7; 5.6; 3.5; 0.7; 0.5.
The following total energy values (in eV) correspond, in order, to the records above: -16155.2364; -8442.3002; -34742.5306; -32128.5496; -270782.8444; -179892.7706; -8963.8285; -9800.5725; -54582.9308; -73893.3557.